Record 1
Computed, not measured: a 2-piece molecular cluster, C2HCl3S overall at a distorted geometry, with ωB97M-V/def2-TZVPD.

```
7
Properties=species:S:1:pos:R:3:forces:R:3:mulliken_charge:R:1
Cl 0.81963 1.33822 3.37106 0.3173 0.5218 0.2258 -0.174
Cl 0.18226 1.45698 -1.79440 -0.0553 -0.9024 -0.5362 -0.119
Cl -1.10773 -1.78728 0.92297 -0.8273 -1.3279 -1.0428 -0.202
S -0.02012 -0.47193 -2.55944 0.5455 0.9730 -1.5351 -0.094
C 0.16653 0.29059 2.31830 -1.4069 -2.2543 -1.3716 0.309
C -0.38379 -0.59360 1.68313 1.9215 3.0733 2.1667 0.065
H 0.34322 -0.23298 -3.94161 -0.4948 -0.0835 2.0932 0.215
```
Forces are in eV/Å.

**SMILES string**: ClC#CCl.SCl
**Spin multiplicity**: 1
**M**: 163.46 g/mol
**Energy above the lowest of the compared OMol25 structures with the same formula, charge and spin**: 205.15 kJ/mol
**HOMO level**: -9.54 eV
**Orbital gap**: 9.12 eV

Record 2
Computed, not measured: a single C2HCl4NO2 molecule at a distorted geometry, with ωB97M-V/def2-TZVPD.

```
10
Properties=species:S:1:pos:R:3:forces:R:3:mulliken_charge:R:1
Cl 1.73646 1.13727 0.12339 0.0576 -0.7580 0.1097 -0.085
Cl -1.18557 0.73541 1.76997 0.2693 0.3217 -0.8188 -0.131
Cl -0.81401 2.41467 -0.64490 -0.6374 0.6122 -0.3577 -0.084
Cl 0.64437 -0.48923 -1.98973 -0.5370 0.4835 -0.5499 -0.108
O -0.41426 -1.99194 0.45469 -2.4624 -1.0730 0.0979 -0.489
O 1.66747 -1.65041 0.68032 0.3515 0.1450 0.2534 -0.527
N 0.55122 -1.32908 0.38344 1.7793 1.3809 0.0076 0.876
C 0.39690 0.06328 -0.34286 1.6551 0.2394 0.4740 0.247
C -0.90457 0.81027 -0.04257 2.9115 0.6058 2.6428 -0.082
H -1.67802 0.29975 -0.39175 -3.3877 -1.9576 -1.8590 0.383
```
Forces are in eV/Å.

**SMILES string**: O=[N+]([O-])C(Cl)(Cl)C(Cl)Cl
**Spin multiplicity**: 1
**M**: 212.85 g/mol
**Energy above the lowest of the compared OMol25 structures with the same formula, charge and spin**: 5.02 kJ/mol
**HOMO level**: -11.35 eV
**Orbital gap**: 11.16 eV

Record 3
Computed, not measured: C2HCl5O as an isolated structure at a distorted geometry, with ωB97M-V/def2-TZVPD.

```
9
Properties=species:S:1:pos:R:3:forces:R:3:mulliken_charge:R:1
Cl 1.16359 1.02605 -1.80033 0.0945 -0.0562 0.5900 -0.088
Cl -0.47306 -1.27120 1.52582 -0.5642 0.1439 -0.3985 -0.131
Cl 1.06820 1.70028 1.04536 -0.5987 0.6769 -0.1281 -0.094
Cl 2.18887 -0.70982 0.38294 0.6932 -0.4368 -0.9784 -0.095
Cl -0.50512 -1.58084 -1.42932 -0.3942 0.6903 1.0030 -0.137
O -1.51488 0.53071 -0.04256 -2.3933 -0.4967 1.0586 -0.438
C 0.95119 0.41632 -0.14877 -1.0319 -0.5171 0.3961 0.305
C -0.49995 -0.34808 -0.02735 1.0903 -0.5183 0.2126 0.287
H -2.37883 0.23659 0.49421 3.1043 0.5141 -1.7553 0.390
```
Forces are in eV/Å.

**Spin multiplicity**: 1
**M**: 218.29 g/mol
**Energy above the lowest of the compared OMol25 structures with the same formula, charge and spin**: 23.96 kJ/mol
**HOMO level**: -10.92 eV
**Orbital gap**: 11.25 eV

Record 4
Computed, not measured: a 2-piece molecular cluster, C2HClF2O overall at a distorted geometry, with ωB97M-V/def2-TZVPD.

```
7
Properties=species:S:1:pos:R:3:forces:R:3:mulliken_charge:R:1
Cl -1.67495 -0.51998 0.93380 -0.9490 -0.0897 0.4967 -0.143
F -1.10599 0.81052 -1.21553 0.5196 -1.2662 1.2528 -0.237
F -0.73612 -1.32415 -1.28392 0.2759 -0.3501 0.0788 -0.181
O 2.20257 0.16260 0.04143 1.6226 -0.3841 -0.0217 -0.249
C 1.20152 0.26958 0.58343 -4.0752 0.1626 -2.3551 0.166
C -0.68677 -0.30182 -0.45296 2.3985 2.3688 0.1777 0.341
H 0.79973 0.90324 1.39375 0.2076 -0.4413 0.3709 0.302
```
Forces are in eV/Å.

**Spin multiplicity**: 1
**M**: 114.48 g/mol
**Energy above the lowest of the compared OMol25 structures with the same formula, charge and spin**: 212.53 kJ/mol
**HOMO level (spin up / spin down)**: -9.31 / -9.31 eV
**Orbital gap (spin up / spin down)**: 9.12 / 9.12 eV

Record 5
Computed, not measured: C2HClFN3 as an isolated structure at a distorted geometry, with ωB97M-V/def2-TZVPD.

```
8
Properties=species:S:1:pos:R:3:forces:R:3:mulliken_charge:R:1
Cl 3.73540 0.29855 -0.45352 0.3320 0.4422 -0.0616 -0.117
F -0.75820 -1.77607 -0.68346 0.1545 -0.3921 -0.0681 -0.196
N 0.87189 -1.31958 0.91261 -0.1529 -1.2588 0.9686 -0.076
N 1.48426 -1.26184 -0.45370 1.3551 -0.6063 -1.4392 -0.368
N 1.74140 -0.25917 1.33909 0.5842 0.8483 0.0120 -0.411
C 0.13101 -0.93056 -0.21906 -3.4543 5.4713 0.8694 0.355
C 2.31780 -0.28994 0.18096 -1.5673 -0.6006 0.3913 0.539
H -0.57241 0.41970 -0.10506 2.7487 -3.9041 -0.6723 0.274
```
Forces are in eV/Å.

**Spin multiplicity**: 1
**M**: 121.50 g/mol
**Energy above the lowest of the compared OMol25 structures with the same formula, charge and spin**: 428.27 kJ/mol
**HOMO level**: -10.64 eV
**Orbital gap**: 11.08 eV

Record 6
Computed, not measured: a single C2HClFN3 molecule at a distorted geometry, with ωB97M-V/def2-TZVPD.

```
8
Properties=species:S:1:pos:R:3:forces:R:3:mulliken_charge:R:1
Cl 2.35371 0.83321 0.16248 -0.0613 -0.0044 -0.0374 -0.201
F -2.35604 1.60639 -0.08189 -0.1524 0.2109 0.0326 -0.198
N 1.66026 -2.35689 -0.06632 -1.8678 2.9197 0.0813 -0.523
N -0.23652 0.95571 -0.07177 0.0152 -2.6433 -0.0851 -0.356
N 1.13310 -1.31661 -0.03801 -0.2709 -1.0269 -0.2051 0.367
C 0.81783 -0.02735 -0.03165 1.6174 0.8129 0.2780 0.507
C -1.45466 0.64390 0.00032 0.5961 -0.4491 -0.0182 0.140
H -1.91768 -0.33836 0.12684 0.1236 0.1802 -0.0460 0.263
```
Forces are in eV/Å.

**Spin multiplicity**: 1
**M**: 121.50 g/mol
**Energy above the lowest of the compared OMol25 structures with the same formula, charge and spin**: 180.70 kJ/mol
**HOMO level**: -8.55 eV
**Orbital gap**: 8.03 eV

Record 7
Computed, not measured: a single C2HClN2O2 molecule at a distorted geometry, with ωB97M-V/def2-TZVPD.

```
8
Properties=species:S:1:pos:R:3:forces:R:3:mulliken_charge:R:1
Cl -1.04781 0.45729 1.95846 0.1118 -0.0640 -0.1426 -0.120
O 0.57816 0.33022 -2.63758 -0.1556 -0.2704 0.9640 -0.546
O -0.36153 0.62525 -0.55268 -0.0486 0.0806 -0.1777 -0.271
N 0.67766 -0.98720 0.55345 0.1221 -0.1296 0.2862 -0.566
N 1.09907 -0.96324 -0.75391 -1.4325 1.3763 0.3381 0.208
C 0.47494 0.00670 -1.48374 0.4158 0.1459 -0.9625 0.536
C -0.16171 -0.03566 0.60246 -0.1693 -0.0158 0.2629 0.559
H 1.76324 -1.59080 -1.08087 1.1564 -1.1230 -0.5684 0.200
```
Forces are in eV/Å.

**SMILES string**: O=c1[nH]nc(Cl)o1
**Spin multiplicity**: 1
**M**: 120.50 g/mol
**Energy above the lowest of the compared OMol25 structures with the same formula, charge and spin**: 2.96 kJ/mol
**HOMO level**: -9.86 eV
**Orbital gap**: 10.51 eV

Record 8
Computed, not measured: a 2-piece molecular cluster, C2HClN2O2 overall at a distorted geometry, with ωB97M-V/def2-TZVPD.

```
8
Properties=species:S:1:pos:R:3:forces:R:3:mulliken_charge:R:1
Cl -0.58171 -0.95254 2.39099 0.5281 -1.0488 0.5650 -0.149
O 1.00551 1.91737 0.74136 -0.6122 -0.3174 -0.2824 -0.340
O 0.45978 -0.92924 -1.14847 -0.7604 0.1339 2.1886 -0.514
N 0.68358 -1.09474 -2.26990 1.1979 -0.0386 -2.3518 0.871
N 0.98822 -1.20944 -3.33984 -0.3818 -0.1535 0.0704 -0.349
C 0.12913 1.19551 0.99520 1.4110 0.4352 0.3622 0.656
C -0.79447 0.35160 1.35067 -3.4970 1.6446 -0.2927 -0.462
H -1.89004 0.72149 1.28000 2.1144 -0.6554 -0.2593 0.287
```
Forces are in eV/Å.

**SMILES string**: N#[N+][O-].O=C=CCl
**Spin multiplicity**: 1
**M**: 120.50 g/mol
**Energy above the lowest of the compared OMol25 structures with the same formula, charge and spin**: 297.50 kJ/mol
**HOMO level**: -9.02 eV
**Orbital gap**: 9.20 eV

- energy above the lowest of the compared OMol25 structures with the same formula, charge and spin of number 7 (C2HClN2O2)?
  2.96 kJ/mol